Entry 1:
{
  "formula": "C16H30N2O6",
  "method": "ωB97M-V/def2-TZVPD",
  "species": ["C", "C", "O", "N", "C", "C", "O", "C", "C", "O", "C", "C", "N", "C", "C", "O", "C", "C", "O", "C", "C", "O", "C", "C", "H", "H", "H", "H", "H", "H", "H", "H", "H", "H", "H", "H", "H", "H", "H", "H", "H", "H", "H", "H", "H", "H", "H", "H", "H", "H", "H", "H", "H", "H"],
  "coordinates": [[1.18517, -0.38236, -4.69288], [0.31542, -0.80131, -3.53144], [-0.89977, -0.84750, -3.62603], [0.94687, -1.15047, -2.38100], [2.36163, -0.99805, -2.13237], [2.69420, 0.35098, -1.48175], [2.35872, 1.40598, -2.37018], [2.00838, 2.61368, -1.74266], [0.63093, 2.58729, -1.06522], [0.74091, 1.95701, 0.19625], [-0.33132, 2.18858, 1.07791], [-1.65606, 1.54118, 0.62536], [-2.41972, 1.01047, 1.74276], [-2.94813, 1.91712, 2.60556], [-3.72797, 1.37938, 3.78802], [-2.81546, 3.11071, 2.41742], [-2.48357, -0.42134, 1.90040], [-1.23714, -1.02208, 2.56900], [-0.14682, -0.83950, 1.70020], [1.05882, -1.47119, 2.06626], [1.18595, -2.91626, 1.54958], [1.49919, -3.03120, 0.18379], [0.41889, -2.93423, -0.72779], [0.13030, -1.51599, -1.24025], [1.82125, -1.20606, -5.01080], [1.80197, 0.46626, -4.41140], [0.53357, -0.10366, -5.51668], [2.91553, -1.09465, -3.06493], [2.67414, -1.79315, -1.45054], [2.13796, 0.46147, -0.54832], [3.77086, 0.38868, -1.25616], [2.76482, 2.89853, -0.99892], [1.99315, 3.35542, -2.54474], [0.27847, 3.61971, -0.93339], [-0.07719, 2.05214, -1.71232], [-0.47566, 3.26504, 1.23434], [-0.01412, 1.73573, 2.01915], [-1.43302, 0.72084, -0.05485], [-2.27408, 2.28403, 0.11262], [-4.02835, 2.22586, 4.39956], [-4.62249, 0.85949, 3.45120], [-3.12382, 0.70289, 4.38678], [-3.36115, -0.69332, 2.48672], [-2.57899, -0.87076, 0.90767], [-1.41855, -2.08982, 2.76167], [-1.03937, -0.52700, 3.53287], [1.85789, -0.86854, 1.62537], [1.17456, -1.47117, 3.15803], [2.01990, -3.39205, 2.07393], [0.26400, -3.47186, 1.77585], [-0.48879, -3.34043, -0.26354], [0.68919, -3.57366, -1.57419], [-0.90540, -1.47086, -1.58655], [0.27431, -0.79997, -0.42936]],
  "energy_ha": -1188.58731,
  "multiplicity": 1,
  "gap_ev": 9.489
}

***

Entry 2:
{
  "formula": "C16H30N2O7",
  "method": "ωB97M-V/def2-TZVPD",
  "species": ["C", "C", "O", "O", "C", "C", "C", "C", "C", "O", "O", "C", "O", "H", "H", "H", "H", "H", "H", "H", "H", "C", "O", "C", "C", "C", "N", "H", "H", "H", "H", "H", "H", "H", "H", "H", "H", "H", "C", "O", "C", "C", "C", "N", "H", "H", "H", "H", "H", "H", "H", "H", "H", "H", "H"],
  "coordinates": [[3.05777, -0.07374, -2.49276], [1.67409, 0.30105, -2.89931], [0.97781, -0.38568, -3.60967], [1.28991, 1.48332, -2.39342], [-0.06581, 1.83294, -2.67169], [-0.99333, 1.14400, -1.66671], [-2.31313, 0.78040, -2.22370], [-2.84688, -0.43103, -2.23467], [-4.20012, -0.34699, -2.83581], [-4.95596, -1.19601, -3.22039], [-4.48850, 1.01358, -2.94223], [-3.30512, 1.70864, -2.85178], [-3.15601, 2.83394, -3.24632], [3.20185, -1.12762, -2.65067], [3.78348, 0.45527, -3.09929], [3.24324, 0.15673, -1.45379], [-0.12191, 2.89997, -2.52499], [-0.33864, 1.63617, -3.69727], [-0.52851, 0.24815, -1.28110], [-1.14475, 1.80661, -0.82186], [-2.39063, -1.32221, -1.86196], [-5.33125, 1.85461, 0.17312], [-3.98896, 1.67737, 0.60324], [-3.69954, 2.15055, 1.90447], [-4.04396, 1.16824, 3.03302], [-5.53404, 1.08968, 3.34730], [-3.54122, -0.18295, 2.76716], [-5.76019, 2.78319, 0.55886], [-5.95861, 1.00918, 0.46504], [-5.32063, 1.90484, -0.91097], [-2.61821, 2.31567, 1.91898], [-4.17535, 3.12583, 2.06805], [-3.54050, 1.53703, 3.93136], [-6.08011, 0.52019, 2.59589], [-5.68838, 0.58984, 4.30286], [-5.97717, 2.08523, 3.41216], [-2.53093, -0.15088, 2.66361], [-3.88019, -0.46367, 1.85101], [5.91828, -2.25343, -0.93654], [4.74904, -1.72071, -0.34059], [4.25610, -2.44207, 0.77260], [4.93614, -2.10594, 2.10767], [6.31944, -2.72780, 2.26689], [5.03453, -0.66139, 2.33553], [5.92786, -3.34584, -0.89540], [6.82202, -1.86045, -0.46568], [5.92425, -1.94381, -1.98193], [3.20107, -2.16416, 0.85142], [4.28901, -3.52028, 0.57025], [4.29988, -2.52159, 2.89432], [7.07212, -2.20513, 1.67729], [6.63506, -2.67500, 3.30814], [6.31769, -3.77787, 1.96816], [4.10268, -0.25659, 2.33880], [5.48520, -0.24935, 1.52324]],
  "energy_ha": -1263.82159,
  "multiplicity": 1,
  "gap_ev": 8.801
}

***

Entry 3:
{
  "formula": "C16H30O26S6",
  "method": "ωB97M-V/def2-TZVPD",
  "species": ["O", "C", "O", "C", "C", "C", "H", "H", "H", "H", "H", "H", "C", "C", "O", "S", "O", "O", "O", "H", "H", "H", "H", "C", "C", "O", "S", "O", "O", "O", "H", "H", "H", "H", "C", "C", "O", "S", "O", "O", "O", "H", "H", "H", "H", "C", "C", "O", "S", "O", "O", "O", "H", "H", "H", "H", "C", "C", "O", "S", "O", "O", "O", "H", "H", "H", "H", "C", "C", "O", "S", "O", "O", "O", "H", "H", "H", "H"],
  "coordinates": [[9.09932, -13.59665, 18.36766], [8.41832, -12.63639, 18.59593], [8.93742, -11.49950, 19.12484], [7.89670, -10.58782, 19.51020], [6.59496, -11.38007, 19.48893], [6.91590, -12.50851, 18.50332], [7.87283, -9.76200, 18.79621], [8.16295, -10.20856, 20.49091], [5.75310, -10.74481, 19.21880], [6.32936, -11.79599, 20.46332], [6.61104, -12.17070, 17.50963], [6.44721, -13.46586, 18.70605], [16.31082, -8.54966, 17.83488], [15.09894, -8.56245, 16.93185], [14.43705, -7.32950, 17.33117], [15.57819, -6.20858, 17.36387], [15.20363, -5.28086, 18.35844], [15.90294, -5.76961, 16.05871], [16.73889, -7.18222, 17.86534], [17.14289, -9.14471, 17.46835], [16.03411, -8.86943, 18.84018], [14.42107, -9.39759, 17.07144], [15.30209, -8.43875, 15.86716], [14.25760, -6.93248, 23.30880], [15.46374, -7.44001, 24.10678], [16.61959, -7.26285, 23.28434], [16.20659, -6.86281, 21.79474], [16.75719, -7.78480, 20.88344], [16.37824, -5.47291, 21.62446], [14.67173, -7.19932, 21.95885], [13.96232, -5.90345, 23.50726], [13.38852, -7.57454, 23.43726], [15.35740, -8.51823, 24.24024], [15.53616, -6.97052, 25.08385], [12.93712, -8.49223, 19.73395], [12.35480, -7.08907, 19.74942], [11.81175, -6.96670, 21.08745], [11.06457, -8.32124, 21.38742], [9.89158, -8.43781, 20.61616], [11.04793, -8.58291, 22.76632], [12.20677, -9.22866, 20.71907], [13.98606, -8.48198, 20.02512], [12.83760, -8.97088, 18.76063], [11.52152, -6.96730, 19.05356], [13.03536, -6.26744, 19.55494], [10.94967, -3.50686, 16.42634], [12.02106, -4.57884, 16.57044], [12.28097, -4.51759, 17.99228], [12.42331, -2.98714, 18.37921], [13.69219, -2.48228, 18.04461], [11.93435, -2.81268, 19.68467], [11.37253, -2.45633, 17.28412], [9.96148, -3.86217, 16.71573], [10.92879, -3.18108, 15.38637], [12.93524, -4.28770, 16.05314], [11.64311, -5.57469, 16.36996], [11.86618, -12.52438, 20.73178], [12.53950, -12.25312, 22.10311], [11.56732, -12.51255, 23.10523], [10.12655, -12.76591, 22.42266], [9.52919, -11.49373, 22.23386], [9.47217, -13.80401, 23.09440], [10.71719, -13.31136, 21.07031], [12.46557, -13.18654, 20.11602], [11.58678, -11.60551, 20.22248], [12.98000, -11.25806, 22.11770], [13.33612, -12.98653, 22.24235], [9.30092, -4.27799, 20.41112], [8.38814, -5.11310, 21.28852], [7.76913, -6.06105, 20.40695], [8.11397, -5.75749, 18.88661], [6.97148, -5.78127, 18.07816], [9.23890, -6.54104, 18.49913], [8.56123, -4.26342, 19.14369], [10.23816, -4.79448, 20.20413], [9.49586, -3.23162, 20.59720], [7.57506, -4.48597, 21.66274], [8.87523, -5.60298, 22.12560]],
  "energy_ha": -4972.91843,
  "multiplicity": 1,
  "gap_ev": 10.103
}

***

Entry 4:
{
  "formula": "C16H30O8",
  "method": "ωB97M-V/def2-TZVPD",
  "species": ["C", "C", "O", "C", "C", "O", "H", "H", "H", "H", "H", "H", "H", "H", "C", "C", "O", "C", "C", "O", "H", "H", "H", "H", "H", "H", "H", "H", "C", "C", "O", "C", "C", "O", "H", "H", "H", "H", "H", "H", "H", "H", "O", "C", "C", "C", "C", "O", "H", "H", "H", "H", "H", "H"],
  "coordinates": [[3.37301, 1.54804, -6.85437], [4.18551, 2.29757, -5.82338], [4.32271, 1.83644, -4.44581], [3.39187, 1.75223, -3.56630], [3.78125, 0.94325, -2.26268], [2.32735, 2.33263, -3.64393], [2.38856, 1.99993, -6.97583], [3.40595, 0.49591, -6.57147], [3.84653, 1.55565, -7.83611], [5.14283, 2.31234, -6.34437], [3.89801, 3.33451, -5.99718], [4.83070, 1.03661, -1.98333], [3.60650, -0.07819, -2.60064], [3.15652, 1.29326, -1.44090], [-5.78190, -2.97847, 2.19484], [-4.60159, -2.12214, 1.92129], [-4.37251, -1.02635, 2.92481], [-3.47546, -0.16893, 2.62632], [-3.35021, 0.96608, 3.64542], [-2.69174, -0.13607, 1.71226], [-5.68613, -3.79088, 2.91520], [-6.18392, -3.38534, 1.26697], [-6.63099, -2.44052, 2.61647], [-3.71930, -2.75324, 1.81468], [-4.76242, -1.69728, 0.93047], [-3.67771, 0.64248, 4.63341], [-3.92837, 1.86326, 3.42430], [-2.30610, 1.27628, 3.68688], [-1.15959, -2.78884, 0.19150], [-0.09290, -1.72294, 0.36970], [1.14571, -2.15471, 0.82122], [1.23639, -2.65569, 2.05338], [2.65209, -3.17223, 2.44995], [0.32518, -2.68537, 2.91666], [-1.54420, -3.24169, 1.10534], [-0.83891, -3.62224, -0.43356], [-2.11680, -2.45300, -0.20732], [-0.00547, -1.14220, -0.54856], [-0.47492, -1.02305, 1.11288], [2.64421, -4.25196, 2.59904], [2.75250, -2.65218, 3.40261], [3.41862, -2.64966, 1.87771], [0.01497, 3.35405, 3.52730], [0.11308, 2.92124, 2.33884], [-0.74515, 1.92237, 1.60068], [-0.14192, 2.14294, 0.16264], [1.14515, 2.84444, 0.33390], [1.04626, 3.43498, 1.59773], [-0.51466, 0.95238, 2.04123], [-1.80354, 2.16115, 1.70502], [0.12120, 1.20889, -0.33377], [-0.85944, 2.63759, -0.49203], [1.96496, 2.12749, 0.28932], [1.22797, 3.59895, -0.44837]],
  "energy_ha": -1229.52281,
  "multiplicity": 1,
  "gap_ev": 10.146
}

***

Going through the records in order, we get LUMO values of 0.6; -0.7; 0.0; 0.6 eV.